DFT (ωB97M-V/def2-TZVPD) results for a cluster of 11 separate species, C42H85N3O28P4 in total at a distorted geometry.

Each atom is followed by the atoms it is bonded to, with distances in Å.
Positions of all 162 atoms, in Å:
1 C -4.906 -0.642 0.132  C2 1.463, H4 1.086, H5 1.086, H6 1.093
2 C -5.258 -0.789 1.544  C1 1.463, N3 1.147
3 N -5.498 -0.937 2.656  C2 1.147
4 H -5.425 -1.332 -0.526  C1 1.086
5 H -3.820 -0.669 0.118  C1 1.086
6 H -5.285 0.354 -0.112  C1 1.093
7 C -3.650 5.420 2.249  C8 1.440, H10 1.091, H11 1.089, H12 1.091
8 C -2.671 4.746 1.437  C7 1.440, N9 1.147
9 N -1.904 4.147 0.830  C8 1.147
10 H -4.523 5.693 1.654  C7 1.091
11 H -3.163 6.295 2.678  C7 1.089
12 H -4.051 4.699 2.962  C7 1.091
13 C 0.016 4.015 3.609  C14 1.458, H16 1.084, H17 1.092, H18 1.089
14 C -0.733 5.258 3.472  C13 1.458, N15 1.148
15 N -1.337 6.229 3.371  C14 1.148
16 H 0.112 3.786 4.665  C13 1.084
17 H 1.017 4.144 3.191  C13 1.092
18 H -0.448 3.297 2.936  C13 1.089
19 C -0.921 -7.345 -3.596  C20 1.560, H30 1.090, H31 1.092, H32 1.083
20 C -1.601 -5.981 -3.262  C19 1.560, O21 1.447, H33 1.088, H34 1.090
21 O -0.951 -4.867 -3.919  C20 1.447, P22 1.585
22 P 0.421 -4.189 -3.511  O21 1.585, O23 1.468, O24 1.610, O27 1.627
23 O 0.494 -2.813 -4.019  P22 1.468
24 O 0.628 -4.221 -1.915  P22 1.610, C25 1.434
25 C 0.983 -5.440 -1.247  O24 1.434, C26 1.506, H35 1.090, H36 1.091
26 C 1.428 -5.165 0.165  C25 1.506, H37 1.090, H38 1.091, H39 1.094
27 O 1.552 -5.226 -4.052  P22 1.627, C28 1.428
28 C 2.785 -4.688 -4.531  O27 1.428, C29 1.541, H40 1.090, H41 1.091
29 C 3.680 -4.193 -3.379  C28 1.541, H42 1.087, H43 1.094, H44 1.094
30 H -1.149 -8.076 -2.820  C19 1.090
31 H -1.579 -7.713 -4.386  C19 1.092
32 H 0.110 -7.224 -3.904  C19 1.083
33 H -2.562 -5.919 -3.768  C20 1.088
34 H -1.643 -5.716 -2.205  C20 1.090
35 H 0.145 -6.137 -1.243  C25 1.090
36 H 1.820 -5.966 -1.709  C25 1.091
37 H 1.368 -6.042 0.809  C26 1.090
38 H 2.444 -4.770 0.210  C26 1.091
39 H 0.796 -4.407 0.638  C26 1.094
40 H 3.264 -5.500 -5.078  C28 1.090
41 H 2.664 -3.902 -5.277  C28 1.091
42 H 3.190 -4.036 -2.421  C29 1.087
43 H 4.546 -4.844 -3.227  C29 1.094
44 H 4.197 -3.262 -3.626  C29 1.094
45 C 0.644 1.091 -1.821  C46 1.510, H56 1.091, H57 1.094, H58 1.090
46 C 0.487 0.763 -3.286  C45 1.510, O47 1.427, H59 1.097, H60 1.094
47 O -0.483 1.651 -3.840  C46 1.427, P48 1.599
48 P -0.881 1.603 -5.388  O47 1.599, O49 1.461, O50 1.604, O53 1.617
49 O -1.913 2.495 -5.911  P48 1.461
50 O 0.502 1.795 -6.177  P48 1.604, C51 1.463
51 C 1.160 3.073 -5.902  O50 1.463, C52 1.513, H61 1.092, H62 1.090
52 C 0.748 4.051 -6.980  C51 1.513, H63 1.086, H64 1.097, H65 1.089
53 O -1.265 0.050 -5.629  P48 1.617, C54 1.408
54 C -1.879 -0.413 -6.809  O53 1.408, C55 1.524, H66 1.091, H67 1.093
55 C -0.844 -1.153 -7.647  C54 1.524, H68 1.093, H69 1.090, H70 1.091
56 H 0.746 2.152 -1.590  C45 1.091
57 H -0.296 0.748 -1.379  C45 1.094
58 H 1.480 0.724 -1.227  C45 1.090
59 H 1.395 0.897 -3.888  C46 1.097
60 H 0.378 -0.321 -3.392  C46 1.094
61 H 0.999 3.492 -4.907  C51 1.092
62 H 2.223 2.834 -5.934  C51 1.090
63 H -0.325 4.149 -7.115  C52 1.086
64 H 1.082 5.053 -6.679  C52 1.097
65 H 1.258 3.866 -7.924  C52 1.089
66 H -2.644 -1.158 -6.583  C54 1.091
67 H -2.262 0.418 -7.407  C54 1.093
68 H -0.524 -1.995 -7.029  C55 1.093
69 H -1.232 -1.526 -8.595  C55 1.090
70 H 0.018 -0.521 -7.866  C55 1.091
71 C 0.566 7.455 0.524  C72 1.505, H82 1.088, H83 1.097, H84 1.090
72 C 1.117 6.436 -0.437  C71 1.505, O73 1.445, H85 1.095, H86 1.091
73 O 1.048 5.158 0.235  C72 1.445, P74 1.613
74 P 2.407 4.291 0.184  O73 1.613, O75 1.462, O76 1.604, O79 1.603
75 O 3.575 5.036 0.651  P74 1.462
76 O 1.952 3.088 1.142  P74 1.604, C77 1.429
77 C 2.945 2.395 1.901  O76 1.429, C78 1.542, H87 1.093, H88 1.090
78 C 3.571 1.221 1.121  C77 1.542, H89 1.090, H90 1.090, H91 1.087
79 O 2.444 3.727 -1.317  P74 1.603, C80 1.436
80 C 3.451 4.119 -2.263  O79 1.436, C81 1.519, H92 1.091, H93 1.090
81 C 3.924 2.828 -2.909  C80 1.519, H94 1.095, H95 1.095, H96 1.089
82 H -0.441 7.175 0.826  C71 1.088
83 H 1.171 7.410 1.438  C71 1.097
84 H 0.674 8.517 0.305  C71 1.090
85 H 0.458 6.370 -1.310  C72 1.095
86 H 2.113 6.597 -0.852  C72 1.091
87 H 3.667 3.120 2.287  C77 1.093
88 H 2.491 2.018 2.817  C77 1.090
89 H 3.487 0.339 1.756  C78 1.090
90 H 2.934 1.004 0.263  C78 1.090
91 H 4.581 1.398 0.763  C78 1.087
92 H 3.001 4.723 -3.052  C80 1.091
93 H 4.270 4.602 -1.730  C80 1.090
94 H 3.162 2.339 -3.525  C81 1.095
95 H 4.687 3.011 -3.673  C81 1.095
96 H 4.231 2.052 -2.210  C81 1.089
97 C 1.209 1.009 4.914  C98 1.531, H108 1.085, H109 1.085, H110 1.091
98 C 1.402 0.058 6.099  C97 1.531, O99 1.431, H111 1.098, H112 1.091
99 O 1.710 -1.278 5.691  C98 1.431, P100 1.636
100 P 1.744 -2.497 6.782  O99 1.636, O101 1.468, O102 1.612, O105 1.600
101 O 1.585 -2.032 8.165  P100 1.468
102 O 3.154 -3.163 6.375  P100 1.612, C103 1.443
103 C 3.684 -4.133 7.302  O102 1.443, C104 1.542, H113 1.089, H114 1.092
104 C 5.205 -3.893 7.393  C103 1.542, H115 1.091, H116 1.091, H117 1.088
105 O 0.670 -3.525 6.189  P100 1.600, C106 1.431
106 C 0.518 -3.754 4.784  O105 1.431, C107 1.559, H118 1.089, H119 1.092
107 C -0.148 -5.127 4.464  C106 1.559, H120 1.086, H121 1.086, H122 1.094
108 H 0.620 1.861 5.239  C97 1.085
109 H 2.163 1.328 4.507  C97 1.085
110 H 0.577 0.421 4.245  C97 1.091
111 H 2.298 0.385 6.643  C98 1.098
112 H 0.598 0.056 6.835  C98 1.091
113 H 3.155 -4.142 8.255  C103 1.089
114 H 3.559 -5.083 6.779  C103 1.092
115 H 5.662 -4.474 8.195  C104 1.091
116 H 5.578 -4.296 6.450  C104 1.091
117 H 5.589 -2.880 7.487  C104 1.088
118 H 0.010 -2.897 4.345  C106 1.089
119 H 1.496 -3.846 4.307  C106 1.092
120 H 0.171 -5.949 5.098  C107 1.086
121 H -1.212 -5.079 4.252  C107 1.086
122 H 0.348 -5.273 3.500  C107 1.094
123 C -2.300 4.463 -3.229  C124 1.539, O128 1.443, H129 1.094, H130 1.090
124 C -3.608 5.146 -2.790  C123 1.539, O125 1.400, H131 1.094, H132 1.086
125 O -4.286 4.170 -2.051  C124 1.400, C126 1.318
126 C -3.551 3.095 -1.851  O125 1.318, O127 1.199, O128 1.361
127 O -3.778 2.214 -1.070  C126 1.199
128 O -2.361 3.219 -2.500  C123 1.443, C126 1.361
129 H -1.403 5.045 -3.000  C123 1.094
130 H -2.170 4.239 -4.287  C123 1.090
131 H -4.128 5.276 -3.743  C124 1.094
132 H -3.517 6.110 -2.300  C124 1.086
133 C -2.335 -2.419 -1.775  C134 1.508, O138 1.420, H139 1.089, H140 1.091
134 C -2.226 -1.524 -2.983  C133 1.508, O135 1.437, H141 1.088, H142 1.090
135 O -3.547 -1.589 -3.545  C134 1.437, C136 1.364
136 C -4.180 -2.686 -3.037  O135 1.364, O137 1.187, O138 1.357
137 O -5.152 -3.199 -3.485  C136 1.187
138 O -3.524 -3.176 -1.955  C133 1.420, C136 1.357
139 H -2.299 -1.843 -0.852  C133 1.089
140 H -1.528 -3.153 -1.786  C133 1.091
141 H -1.603 -1.871 -3.805  C134 1.088
142 H -1.835 -0.554 -2.676  C134 1.090
143 C -1.850 -1.391 7.565  C144 1.529, O148 1.454, H149 1.084, H150 1.086
144 C -2.491 -2.305 6.521  C143 1.529, O145 1.378, H151 1.096, H152 1.096
145 O -2.304 -1.666 5.313  C144 1.378, C146 1.387
146 C -2.156 -0.302 5.519  O145 1.387, O147 1.181, O148 1.330
147 O -2.238 0.498 4.654  C146 1.181
148 O -1.938 -0.145 6.821  C143 1.454, C146 1.330
149 H -0.844 -1.634 7.888  C143 1.084
150 H -2.624 -1.259 8.315  C143 1.086
151 H -3.496 -2.570 6.866  C144 1.096
152 H -1.967 -3.262 6.423  C144 1.096
153 C -0.712 1.258 2.076  C154 1.550, O158 1.430, H159 1.083, H160 1.091
154 C -1.946 0.878 1.219  C153 1.550, O155 1.427, H161 1.088, H162 1.092
155 O -1.547 -0.352 0.614  C154 1.427, C156 1.327
156 C -0.417 -0.806 1.139  O155 1.327, O157 1.202, O158 1.334
157 O 0.018 -1.907 0.935  C156 1.202
158 O 0.044 0.044 2.059  C153 1.430, C156 1.334
159 H -1.079 1.522 3.061  C153 1.083
160 H -0.089 1.955 1.512  C153 1.091
161 H -2.208 1.573 0.424  C154 1.088
162 H -2.813 0.786 1.877  C154 1.092

Computed properties:
E_tot: -5288.10955 Ha
relative energy (zero: lowest compared OMol25 entry of this formula, charge and spin): 0.00 kJ/mol
gap between HOMO and LUMO: 10.66 eV
SMILES string: CCOP(=O)(OCC)OCC.CCOP(=O)(OCC)OCC.CCOP(=O)(OCC)OCC.CCOP(=O)(OCC)OCC.O=C1OCCO1.O=C1OCCO1.O=C1OCCO1.O=C1OCCO1.CC#N.CC#N.CC#N
LUMO level: 0.4 eV
2S+1: 1
net charge: 0

Atom charges from the Löwdin analysis, given in e for atoms 1 to 4: C -0.0432; C -0.2805; N 0.1248; H 0.0904

---

DFT (ωB97M-V/def2-TZVPD) results for a cluster of 3 separate species, C42H87N2O8P2 in total at a distorted geometry.

Each atom is followed by the atoms it is bonded to, with distances in Å.
Positions of all 141 atoms, in Å:
1 C 5.239 -1.488 2.177  C2 1.617, H33 1.146, H34 1.146, H35 1.149
2 C 6.031 -2.360 1.068  C1 1.617, C3 1.635, H36 1.156, H37 1.155
3 C 7.109 -1.451 0.240  C2 1.635, C4 1.628, H38 1.143, H39 1.158
4 C 6.322 -0.134 -0.304  C3 1.628, C5 1.614, H40 1.154, H41 1.157
5 C 6.652 1.140 0.631  C4 1.614, C6 1.627, H42 1.146, H43 1.154
6 C 6.993 2.478 -0.230  C5 1.627, C7 1.619, H44 1.158, H45 1.151
7 C 7.141 3.790 0.707  C6 1.619, C8 1.611, H46 1.154, H47 1.160
8 C 5.776 4.227 1.441  C7 1.611, C9 1.613, H48 1.160, H49 1.142
9 C 4.627 4.763 0.443  C8 1.613, C10 1.611, H50 1.157, H51 1.159
10 C 3.166 4.246 0.881  C9 1.611, C11 1.633, H52 1.160, H53 1.154
11 C 2.285 5.371 1.674  C10 1.633, C12 1.620, H54 1.152, H55 1.154
12 C 0.840 5.563 0.968  C11 1.620, C13 1.608, H56 1.161, H57 1.144
13 C -0.207 6.415 1.843  C12 1.608, C14 1.605, H58 1.159, H59 1.156
14 C -0.834 5.636 3.099  C13 1.605, C15 1.611, H60 1.158, H61 1.160
15 C -1.533 4.236 2.717  C14 1.611, C16 1.638, H62 1.144, H63 1.159
16 C -3.158 4.245 2.920  C15 1.638, C17 1.632, H64 1.154, H65 1.141
17 C -3.811 3.543 1.600  C16 1.632, C18 1.636, H66 1.142, H67 1.159
18 C -3.249 2.008 1.558  C17 1.636, N19 1.489, H68 1.158, H69 1.141
19 N -4.139 1.153 0.726  C18 1.489, C20 1.466, C27 1.471
20 C -5.227 0.368 1.317  N19 1.466, N21 1.460, C24 1.581
21 N -5.553 0.361 2.741  C20 1.460, C22 1.525, H70 1.029
22 C -5.867 -1.046 3.235  N21 1.525, C23 1.614, H71 1.159, H72 1.140
23 C -4.677 -2.087 2.910  C22 1.614, H73 1.159, H74 1.157, H75 1.158
24 C -6.175 -0.511 0.407  C20 1.581, C25 1.575, H76 1.145
25 C -5.961 -0.617 -1.150  C24 1.575, C26 1.580, H77 1.139
26 C -4.768 0.259 -1.705  C25 1.580, C27 1.573, H78 1.138
27 C -3.908 1.138 -0.726  N19 1.471, C26 1.573, C28 1.616
28 C -2.757 2.018 -1.442  C27 1.616, C29 1.626, C30 1.603, H79 1.158
29 C -1.370 1.186 -1.280  C28 1.626, H80 1.157, H81 1.157, H82 1.144
30 C -3.098 2.440 -2.951  C28 1.603, C31 1.620, H83 1.142, H84 1.160
31 C -1.932 3.434 -3.477  C30 1.620, C32 1.611, H85 1.159, H86 1.159
32 C -2.021 4.922 -2.867  C31 1.611, H87 1.160, H88 1.148, H89 1.157
33 H 5.995 -0.845 2.750  C1 1.146
34 H 4.695 -2.154 2.935  C1 1.146
35 H 4.477 -0.783 1.686  C1 1.149
36 H 6.601 -3.178 1.652  C2 1.156
37 H 5.333 -2.805 0.263  C2 1.155
38 H 7.569 -2.048 -0.619  C3 1.143
39 H 7.922 -1.178 1.017  C3 1.158
40 H 5.176 -0.270 -0.289  C4 1.154
41 H 6.671 -0.004 -1.399  C4 1.157
42 H 5.703 1.372 1.231  C5 1.146
43 H 7.497 0.939 1.391  C5 1.154
44 H 7.990 2.285 -0.787  C6 1.158
45 H 6.185 2.626 -1.037  C6 1.151
46 H 7.883 3.501 1.543  C7 1.154
47 H 7.652 4.659 0.134  C7 1.160
48 H 6.056 5.117 2.128  C8 1.160
49 H 5.441 3.351 2.093  C8 1.142
50 H 4.687 5.904 0.264  C9 1.157
51 H 4.856 4.289 -0.589  C9 1.159
52 H 3.341 3.348 1.593  C10 1.160
53 H 2.640 3.872 -0.075  C10 1.154
54 H 2.916 6.333 1.629  C11 1.152
55 H 2.162 5.009 2.763  C11 1.154
56 H 1.037 6.187 0.010  C12 1.161
57 H 0.456 4.548 0.607  C12 1.144
58 H 0.367 7.349 2.219  C13 1.159
59 H -1.012 6.810 1.112  C13 1.156
60 H 0.002 5.432 3.874  C14 1.158
61 H -1.660 6.304 3.564  C14 1.160
62 H -1.365 4.064 1.598  C15 1.144
63 H -1.071 3.380 3.346  C15 1.159
64 H -3.357 3.513 3.790  C16 1.154
65 H -3.569 5.292 3.112  C16 1.141
66 H -3.526 4.142 0.669  C17 1.142
67 H -4.967 3.550 1.686  C17 1.159
68 H -2.163 2.070 1.161  C18 1.158
69 H -3.152 1.692 2.651  C18 1.141
70 H -4.768 0.652 3.339  N21 1.029
71 H -5.889 -0.947 4.390  C22 1.159
72 H -6.905 -1.404 2.927  C22 1.140
73 H -3.633 -1.591 2.999  C23 1.159
74 H -4.646 -2.985 3.640  C23 1.157
75 H -4.809 -2.562 1.863  C23 1.158
76 H -7.058 -1.112 0.820  C24 1.145
77 H -6.623 -1.257 -1.820  C25 1.139
78 H -4.590 0.203 -2.828  C26 1.138
79 H -2.600 3.006 -0.858  C28 1.158
80 H -1.021 0.876 -2.339  C29 1.157
81 H -0.546 1.844 -0.806  C29 1.157
82 H -1.506 0.261 -0.621  C29 1.144
83 H -4.154 2.839 -3.119  C30 1.142
84 H -2.994 1.481 -3.595  C30 1.160
85 H -1.959 3.460 -4.635  C31 1.159
86 H -0.874 3.034 -3.223  C31 1.159
87 H -1.143 5.073 -2.125  C32 1.160
88 H -2.978 5.076 -2.251  C32 1.148
89 H -1.907 5.706 -3.711  C32 1.157
90 O 3.070 -0.624 -7.464  P91 1.533
91 P 2.235 0.654 -7.329  O90 1.533, O92 1.660, O95 1.663, O98 1.718
92 O 0.926 0.118 -8.198  P91 1.660, C93 1.419
93 C 0.109 -0.898 -7.639  O92 1.419, C94 1.518, H101 1.093, H102 1.091
94 C -0.707 -0.383 -6.467  C93 1.518, H103 1.095, H104 1.092, H105 1.094
95 O 3.008 1.483 -8.546  P91 1.663, C96 1.430
96 C 4.304 1.050 -8.969  O95 1.430, C97 1.519, H106 1.092, H107 1.098
97 C 4.218 -0.007 -10.056  C96 1.519, H108 1.092, H109 1.093, H110 1.093
98 O 1.357 2.106 -7.062  P91 1.718, C99 1.420
99 C 1.014 2.501 -5.742  O98 1.420, C100 1.516, H111 1.093, H112 1.094
100 C 2.005 2.096 -4.668  C99 1.516, H113 1.095, H114 1.093, H115 1.093
101 H 0.721 -1.752 -7.335  C93 1.093
102 H -0.568 -1.235 -8.425  C93 1.091
103 H -0.055 -0.158 -5.616  C94 1.095
104 H -1.439 -1.122 -6.139  C94 1.092
105 H -1.233 0.537 -6.738  C94 1.094
106 H 4.893 0.709 -8.114  C96 1.092
107 H 4.831 1.927 -9.365  C96 1.098
108 H 3.471 -0.775 -9.845  C97 1.092
109 H 5.185 -0.498 -10.195  C97 1.093
110 H 3.921 0.447 -11.005  C97 1.093
111 H 0.018 2.118 -5.504  C99 1.093
112 H 0.926 3.591 -5.748  C99 1.094
113 H 2.242 1.028 -4.705  C100 1.095
114 H 1.596 2.316 -3.678  C100 1.093
115 H 2.942 2.648 -4.782  C100 1.093
116 O -4.154 -9.250 5.417  P117 1.533
117 P -3.001 -8.242 5.355  O116 1.533, O118 1.660, O121 1.663, O124 1.718
118 O -2.640 -8.465 3.750  P117 1.660, C119 1.419
119 C -3.564 -8.006 2.775  O118 1.419, C120 1.518, H127 1.093, H128 1.091
120 C -3.594 -6.491 2.698  C119 1.518, H129 1.095, H130 1.092, H131 1.094
121 O -1.858 -9.261 6.002  P117 1.663, C122 1.430
122 C -2.287 -10.404 6.747  O121 1.430, C123 1.519, H132 1.092, H133 1.098
123 C -2.519 -11.607 5.849  C122 1.519, H134 1.092, H135 1.093, H136 1.093
124 O -1.771 -7.043 5.380  P117 1.718, C125 1.420
125 C -2.093 -5.694 5.689  O124 1.420, C126 1.516, H137 1.093, H138 1.094
126 C -3.243 -5.512 6.659  C125 1.516, H139 1.095, H140 1.093, H141 1.093
127 H -4.562 -8.400 2.983  C119 1.093
128 H -3.240 -8.406 1.813  C119 1.091
129 H -4.036 -6.069 3.607  C120 1.095
130 H -4.189 -6.149 1.849  C120 1.092
131 H -2.582 -6.088 2.601  C120 1.094
132 H -3.169 -10.164 7.345  C122 1.092
133 H -1.493 -10.644 7.467  C122 1.098
134 H -3.070 -11.360 4.940  C123 1.092
135 H -3.070 -12.387 6.383  C123 1.093
136 H -1.565 -12.024 5.517  C123 1.093
137 H -2.290 -5.153 4.760  C125 1.093
138 H -1.194 -5.242 6.117  C125 1.094
139 H -4.137 -6.065 6.351  C126 1.095
140 H -3.510 -4.454 6.730  C126 1.093
141 H -2.964 -5.863 7.656  C126 1.093

Computed properties:
E_tot: -3046.00212 Ha
gap between HOMO and LUMO: 7.29 eV
LUMO level: -4.1 eV
2S+1: 1
net charge: +1

Atom charges from the Löwdin analysis, given in e for atoms 1 to 4: C -0.1422; C -0.2562; C -0.2089; C -0.2107